Record 1
{
  "formula": "C3H37N2O14",
  "method": "ωB97M-V with the def2-TZVPD basis set",
  "de_lowest_kcal_mol": 66.9,
  "homo_ha": -0.492,
  "e_tot_ha": -1299.16899,
  "total_charge": 1,
  "symbols": ["C", "C", "N", "C", "N", "H", "H", "H", "H", "H", "H", "H", "H", "H", "H", "H", "O", "H", "H", "O", "H", "H", "O", "H", "H", "O", "H", "H", "O", "H", "H", "O", "H", "H", "O", "H", "H", "O", "H", "H", "O", "H", "H", "O", "H", "H", "O", "H", "H", "O", "H", "H", "O", "H", "H", "O"],
  "xyz": [[1.015, -1.415, -1.268], [-0.323, -1.010, -0.623], [-0.777, 2.249, 0.906], [-0.661, 0.917, 0.861], [-0.129, 0.369, -0.194], [0.961, -2.500, -1.385], [1.087, -0.957, -2.238], [1.831, -1.118, -0.625], [-1.211, -1.157, -1.240], [-0.462, -1.651, 0.247], [-0.659, 2.867, 0.139], [-0.695, 2.637, 1.822], [-0.950, 0.395, 1.780], [0.158, 1.013, -0.945], [-4.252, -1.614, -0.090], [-2.951, -2.111, -0.531], [-3.383, -1.816, 0.277], [3.738, -0.800, 0.114], [4.800, -0.772, -1.020], [4.678, -0.814, -0.068], [-1.718, -2.645, 2.520], [-1.761, -3.790, 1.524], [-1.301, -3.497, 2.321], [-2.651, -0.614, 3.384], [-3.096, -1.105, 1.957], [-2.327, -0.859, 2.510], [1.564, 3.317, -0.992], [1.922, 4.580, -1.985], [1.587, 3.688, -1.886], [1.901, 2.042, -3.535], [1.561, 0.628, -4.147], [1.448, 1.204, -3.395], [-3.356, 0.236, -2.082], [-4.884, -0.124, -1.967], [-3.992, -0.478, -1.996], [2.899, -1.582, 2.483], [4.036, -0.379, 2.494], [3.204, -0.723, 2.178], [-3.392, 2.951, -0.881], [-3.961, 2.619, -2.315], [-4.184, 2.818, -1.403], [2.189, 0.705, 2.084], [1.750, 1.910, 2.967], [1.558, 1.459, 2.142], [0.693, -3.227, 2.017], [1.044, -2.755, 3.452], [1.393, -2.831, 2.561], [-0.359, 1.995, -3.067], [-0.255, 3.198, -2.042], [-0.626, 2.319, -2.195], [-0.665, -5.064, -1.052], [-0.386, -4.444, 0.431], [-0.680, -4.302, -0.470], [3.639, 3.787, 0.636], [2.615, 2.872, 1.323], [2.778, 3.379, 0.505]]
}


Record 2
{
  "formula": "C10H28AgO6S4",
  "method": "ωB97M-V with the def2-TZVPD basis set",
  "de_lowest_kcal_mol": 0.0,
  "homo_ha": -0.128,
  "e_tot_ha": -2588.77150,
  "total_charge": -1,
  "symbols": ["Ag", "O", "C", "C", "O", "H", "H", "H", "H", "C", "S", "O", "C", "H", "H", "H", "H", "H", "H", "C", "S", "O", "C", "H", "H", "H", "H", "H", "H", "C", "S", "O", "C", "H", "H", "H", "H", "H", "H", "C", "S", "O", "C", "H", "H", "H", "H", "H", "H"],
  "xyz": [[14.044, -10.933, 28.110], [15.951, -10.276, 29.468], [15.320, -10.271, 30.731], [14.281, -11.424, 31.008], [13.113, -11.601, 30.206], [14.950, -9.273, 30.968], [16.029, -10.248, 31.558], [14.004, -11.291, 32.054], [14.744, -12.409, 31.070], [17.341, -10.566, 26.011], [15.698, -10.545, 25.170], [14.724, -11.502, 25.897], [15.167, -8.881, 25.837], [17.142, -10.718, 27.072], [17.924, -9.648, 25.934], [17.919, -11.394, 25.600], [15.822, -8.083, 25.488], [15.266, -8.971, 26.919], [14.136, -8.633, 25.584], [16.632, -6.465, 28.874], [14.965, -5.946, 29.563], [14.729, -4.565, 29.055], [13.972, -6.974, 28.449], [17.025, -7.312, 29.435], [17.342, -5.649, 29.010], [16.599, -6.741, 27.820], [14.103, -6.631, 27.423], [13.032, -6.661, 28.903], [14.171, -8.036, 28.595], [11.170, -9.158, 28.924], [11.205, -9.205, 27.106], [12.418, -9.998, 26.768], [9.734, -10.334, 27.021], [10.500, -9.861, 29.419], [10.971, -8.167, 29.331], [12.198, -9.385, 29.207], [9.329, -10.309, 26.010], [8.924, -10.015, 27.678], [10.059, -11.351, 27.241], [13.626, -15.122, 25.978], [11.862, -15.061, 26.580], [11.776, -16.389, 27.404], [11.876, -13.610, 27.724], [13.960, -14.088, 25.881], [13.626, -15.647, 25.023], [14.325, -15.553, 26.694], [11.959, -12.645, 27.224], [12.774, -13.776, 28.319], [11.045, -13.646, 28.428]]
}


Record 3
{
  "formula": "C3H8N6S",
  "method": "ωB97M-V with the def2-TZVPD basis set",
  "homo_ha": -0.344,
  "e_tot_ha": -845.72666,
  "total_charge": 0,
  "smiles": "Sc1nn[nH]n1.[H]/N=C\\CN",
  "symbols": ["S", "C", "N", "N", "N", "N", "H", "H", "H", "N", "C", "C", "N", "H", "H", "H", "H", "H"],
  "xyz": [[2.646, 1.291, 0.891], [2.084, -0.218, 0.231], [1.364, -1.018, 1.068], [0.884, -2.001, 0.411], [1.348, -1.797, -0.832], [2.089, -0.694, -0.981], [1.726, 1.112, 1.878], [1.183, -2.521, -1.503], [-2.449, -0.925, 0.479], [-2.266, -0.925, -0.501], [-1.476, -0.115, -1.036], [-1.011, 1.222, -0.456], [-1.044, 1.079, 1.025], [-0.987, -0.505, -1.880], [0.129, 1.234, -0.616], [-1.520, 2.052, -0.961], [-0.780, 2.069, 1.395], [-1.920, 0.661, 1.387]]
}


Please write out number 3 again, unchanged.
{
  "formula": "C3H8N6S",
  "method": "ωB97M-V with the def2-TZVPD basis set",
  "homo_ha": -0.344,
  "e_tot_ha": -845.72666,
  "total_charge": 0,
  "smiles": "Sc1nn[nH]n1.[H]/N=C\\CN",
  "symbols": ["S", "C", "N", "N", "N", "N", "H", "H", "H", "N", "C", "C", "N", "H", "H", "H", "H", "H"],
  "xyz": [[2.646, 1.291, 0.891], [2.084, -0.218, 0.231], [1.364, -1.018, 1.068], [0.884, -2.001, 0.411], [1.348, -1.797, -0.832], [2.089, -0.694, -0.981], [1.726, 1.112, 1.878], [1.183, -2.521, -1.503], [-2.449, -0.925, 0.479], [-2.266, -0.925, -0.501], [-1.476, -0.115, -1.036], [-1.011, 1.222, -0.456], [-1.044, 1.079, 1.025], [-0.987, -0.505, -1.880], [0.129, 1.234, -0.616], [-1.520, 2.052, -0.961], [-0.780, 2.069, 1.395], [-1.920, 0.661, 1.387]]
}